98
Properties=species:S:1:pos:R:3:lowdin_charge:R:1 method="wB97M-V/def2-TZVPD" gap_ev="6.6 / 6.7" total_charge=+1 largest_force_ha_per_bohr=0.0235 spin_multiplicity=3 homo_energy_ev="-8.80 / -9.64"
Pt 0.9084 -0.0381 -0.1040 0.561
C -3.9211 2.1845 1.4766 -0.016
N -2.6916 2.0136 0.7153 -0.113
C -2.2182 2.8868 -0.2222 -0.019
C -1.0733 2.3433 -0.7127 -0.119
N -0.8374 1.1581 -0.0787 -0.094
C -1.8383 0.9672 0.7838 -0.438
P -2.2036 -0.5256 1.7598 1.177
C -1.6250 -1.6990 0.5002 -0.442
N -0.5122 -1.6164 -0.2144 -0.134
C -0.4941 -2.6855 -1.0692 -0.114
C -1.6201 -3.4220 -0.8655 -0.020
N -2.3266 -2.7927 0.1229 -0.116
C -3.6043 -3.2391 0.6618 -0.015
C -0.8272 -0.5640 2.9347 -0.482
N 0.4439 -0.3898 2.6476 0.037
C 1.1276 -0.5166 3.8185 -0.112
C 0.2430 -0.7793 4.8319 -0.040
N -0.9997 -0.8086 4.2676 -0.133
C -2.2482 -1.0447 4.9750 -0.027
H -4.3392 3.1565 1.2321 0.098
H -3.7150 2.1503 2.5443 0.090
H -4.6421 1.4107 1.2207 0.090
H -2.7209 3.8087 -0.4528 0.138
H -0.4175 2.7311 -1.4678 0.109
H 0.3074 -2.8514 -1.7680 0.090
H -1.9753 -4.3223 -1.3343 0.131
H -3.9199 -4.1167 0.1054 0.097
H -4.3555 -2.4601 0.5523 0.089
H -3.5059 -3.5037 1.7127 0.092
H 2.1955 -0.3872 3.8620 0.088
H 0.3868 -0.9382 5.8866 0.124
H -2.0226 -1.2042 6.0256 0.094
H -2.7516 -1.9289 4.5880 0.085
H -2.9117 -0.1862 4.8854 0.086
C 3.5371 -6.1872 -4.5701 -0.042
C 3.2998 -5.1595 -3.4985 -0.257
C 3.0023 -3.8430 -3.8171 -0.007
C 2.7669 -2.8826 -2.8392 -0.302
C 2.4406 -1.4853 -3.2886 -0.082
C 2.8511 -3.2616 -1.4911 -0.413
Te 2.6302 -1.8829 0.0971 1.411
C 3.1213 -4.5933 -1.1387 -0.311
C 3.1774 -5.1147 0.2777 -0.085
C 3.3454 -5.5113 -2.1573 -0.016
H 3.6884 -5.7183 -5.5409 0.077
H 2.6833 -6.8623 -4.6537 0.086
H 4.4127 -6.7952 -4.3425 0.083
H 2.9468 -3.5499 -4.8601 0.123
H 1.8665 -1.5096 -4.2152 0.091
H 3.3561 -0.9201 -3.4702 0.080
H 1.8635 -0.9351 -2.5424 0.008
H 3.0921 -4.3405 1.0344 -0.004
H 4.1191 -5.6384 0.4471 0.088
H 2.3720 -5.8321 0.4448 0.088
H 3.5665 -6.5386 -1.8854 0.128
C 6.6389 -1.5350 -0.6610 -0.034
O 6.1721 -0.3796 0.0393 -0.031
C 4.9160 0.0087 -0.2222 -0.633
O 4.1965 -0.6523 -1.0579 -0.356
C 4.3720 1.0824 0.4333 -0.413
C 5.0190 1.9558 1.3931 -0.276
As 5.5408 3.5992 0.4943 1.316
C 6.2334 4.7592 1.9096 -0.307
C 3.6326 4.1568 0.5705 -0.266
C 2.5568 3.3940 0.3685 -0.258
As 2.6803 1.5392 -0.2985 1.130
C 3.0355 1.9215 -2.1655 -0.208
C 1.1764 3.9860 0.3859 -0.563
O 0.7160 4.5649 -0.5622 0.115
O 0.4344 3.7840 1.4842 -0.029
C 1.0187 3.0903 2.6001 -0.031
C 3.4928 5.6350 0.7701 -0.542
O 4.2514 6.4268 0.2795 0.114
O 2.4506 5.9591 1.5415 -0.044
C 2.1898 7.3693 1.6533 -0.005
C 4.6830 1.7900 2.8121 -0.509
O 3.8115 1.0471 3.2190 0.072
O 5.4138 2.5640 3.6297 -0.070
C 5.1104 2.4471 5.0227 -0.032
H 7.6608 -1.6791 -0.3239 0.096
H 6.6166 -1.3720 -1.7374 0.098
H 6.0373 -2.4107 -0.4165 0.085
H 7.0499 4.2281 2.3938 0.028
H 5.4865 5.0151 2.6569 0.030
H 6.6102 5.6623 1.4350 0.024
H 3.9853 2.4474 -2.2379 0.046
H 2.2314 2.5466 -2.5547 0.040
H 3.0693 0.9813 -2.7043 -0.003
H 0.2454 3.0736 3.3642 0.100
H 1.8894 3.6286 2.9714 0.095
H 1.2874 2.0670 2.3374 0.050
H 1.3462 7.4566 2.3299 0.097
H 1.9425 7.7763 0.6751 0.105
H 3.0630 7.8819 2.0507 0.099
H 5.7220 3.1928 5.5212 0.096
H 5.3590 1.4495 5.3819 0.098
H 4.0530 2.6361 5.2024 0.091